Molecular formula: C3H5I3O
Method: DFT, ωB97M-V with the def2-TZVPD basis set

```
12
Properties=species:S:1:pos:R:3:forces:R:3:lowdin_charge:R:1
C -0.013 -1.266 -0.758 -0.4666 0.6634 -0.3798 -0.10
C 0.595 0.101 -0.558 0.3344 0.8237 3.5472 -0.42
C -0.148 0.703 1.393 0.5798 -0.0442 -2.4765 -1.86
O 0.214 1.155 -1.271 -2.7215 -0.3372 -2.6049 -0.12
I 0.589 2.705 1.645 0.0447 -0.3848 0.0955 0.64
I -2.296 0.818 1.152 0.3945 -0.2318 0.0756 0.64
I 0.498 -0.651 2.849 -0.0007 -0.1162 0.2348 0.69
H -0.734 -1.189 -1.634 0.6462 -0.4653 1.2605 0.10
H -0.473 -1.600 0.202 -0.0405 0.1588 -0.9488 0.03
H 0.778 -1.975 -0.977 0.0117 -0.1476 -0.2722 0.08
H 1.705 0.188 -0.271 -1.7806 -0.1883 -0.4701 0.15
H -0.714 1.011 -1.772 2.9987 0.2694 1.9387 0.18
```
Positions in Å, forces in eV/Å.

Output
ΔE to the lowest compared entry with this formula, charge and spin   26.6 kcal per mole
2S+1   1

Molecular formula: C13H24N2O3
Method: DFT, ωB97M-V with the def2-TZVPD basis set

```
42
Properties=species:S:1:pos:R:3:forces:R:3:lowdin_charge:R:1
C 1.919 1.650 2.011 -0.0046 0.1682 -0.0321 -0.11
O 1.982 0.515 2.830 0.0598 -0.2346 0.1059 -0.20
C 1.574 0.764 4.159 0.1053 0.0338 0.2595 -0.24
C 1.469 -0.565 4.903 -0.2836 0.2154 -0.3751 -0.14
H 1.460 -0.378 5.977 0.0470 -0.0228 0.0516 0.11
H 2.348 -1.163 4.656 0.0893 -0.0188 0.1034 0.12
C 0.197 -1.332 4.522 0.0876 0.1992 0.2697 -0.17
N 0.140 -1.614 3.111 0.0619 -0.3654 -0.1916 0.08
C -0.439 -0.799 2.225 -0.0654 -0.2704 0.2303 -0.42
O -1.176 0.142 2.475 0.0184 0.1767 0.0545 0.06
C -0.110 -1.197 0.782 -0.0147 0.0975 -0.2106 -0.40
O 0.589 -2.161 0.523 0.1302 -0.1276 -0.0058 0.07
N -0.665 -0.361 -0.098 -0.1829 0.2893 0.1251 0.11
H -1.218 0.390 0.298 0.0652 -0.1052 0.0786 0.15
C -0.514 -0.445 -1.536 0.0333 0.0545 -0.0250 -0.31
C 0.306 0.755 -2.017 0.1476 -0.3663 -0.1306 -0.15
H 1.285 0.700 -1.534 -0.0310 0.0312 0.0834 0.11
C 0.499 0.830 -3.530 -0.1324 0.3076 0.1231 -0.19
C -0.775 1.238 -4.273 0.0810 -0.1611 -0.1868 -0.21
C -1.683 0.073 -4.676 0.0317 -0.0016 0.0575 -0.21
C -1.814 -1.046 -3.639 -0.1523 0.2139 -0.0491 -0.20
H -0.970 -1.733 -3.729 -0.0013 -0.0920 -0.0080 0.11
C -1.895 -0.567 -2.189 0.1861 -0.3739 -0.0570 -0.14
H -2.463 -1.297 -1.608 -0.0021 0.0798 0.0302 0.12
H -2.424 0.385 -2.131 -0.1078 0.0986 0.0842 0.12
H -2.713 -1.618 -3.879 0.0713 -0.0777 0.0002 0.11
H -2.674 0.479 -4.892 -0.0235 -0.0435 -0.0778 0.11
H -1.309 -0.370 -5.602 -0.0518 0.0354 -0.0686 0.11
H -0.503 1.775 -5.184 -0.0558 0.0781 0.0395 0.11
H -1.331 1.939 -3.649 -0.0085 0.0881 0.0015 0.10
H 1.270 1.579 -3.726 0.0426 -0.0845 -0.0241 0.11
H 0.868 -0.124 -3.909 0.1316 -0.0723 -0.0628 0.12
H -0.178 1.674 -1.674 -0.0094 0.0613 0.0417 0.12
H 0.050 -1.367 -1.716 -0.0924 0.1085 -0.0384 0.15
H 0.803 -2.269 2.712 -0.1316 0.0866 -0.0626 0.15
H 0.148 -2.274 5.075 -0.0891 0.0925 -0.0337 0.12
H -0.682 -0.727 4.759 0.0616 -0.1336 0.0678 0.12
H 0.600 1.275 4.161 0.0612 -0.0101 0.0037 0.12
H 2.308 1.421 4.653 -0.0919 -0.0437 -0.0690 0.12
H 2.575 2.448 2.384 -0.0035 -0.0013 -0.0416 0.09
H 2.251 1.339 1.023 -0.0007 0.0920 -0.0439 0.08
H 0.893 2.035 1.951 0.0232 -0.0019 -0.0175 0.09
```
Positions in Å, forces in eV/Å.

Output
ΔE to the lowest compared entry with this formula, charge and spin   17.9 kcal per mole
2S+1   1
SMILES   COCCCNC(=O)C(=O)NC1CCCCCC1

Molecular formula: C27H71BN7O8S
Method: DFT, ωB97M-V with the def2-TZVPD basis set

```
115
Properties=species:S:1:pos:R:3:forces:R:3:lowdin_charge:R:1
S 0.204 -8.180 -3.456 -0.2163 -0.0167 -0.5728 0.62
C 0.306 -6.882 -2.560 0.0991 -0.9501 1.3038 -0.81
N 0.451 -6.078 -1.681 0.3895 0.5808 -2.2231 0.15
C 1.191 -4.790 -2.068 0.1528 1.8039 2.1590 -0.30
C 2.730 -4.924 -2.046 -1.4175 -0.3939 -0.3810 -0.21
O 2.930 -5.320 -0.744 0.4763 -0.1499 0.2530 -0.11
B 2.027 -4.414 0.052 0.8068 0.0571 0.4776 -0.60
O 1.032 -3.933 -0.971 -0.3059 -0.2902 -0.2944 -0.14
H 0.748 -4.278 -2.917 -0.2809 -0.4951 -0.4448 0.14
H 3.044 -3.889 -2.239 0.3503 0.0123 -0.1930 0.11
H 3.124 -5.590 -2.810 0.2766 -0.3572 0.0821 0.12
H 1.521 -5.025 0.993 -0.1075 -0.0163 -0.0826 0.05
H 2.730 -3.477 0.465 -0.3228 0.2423 0.0231 0.06
C -0.934 0.887 -4.343 0.0621 0.1499 -0.0710 -0.08
C -1.354 -0.323 -5.167 0.1796 0.0334 0.2640 -0.43
C -1.928 -1.454 -4.299 -0.1626 -0.1535 -0.2781 -0.22
O -0.963 -2.194 -3.590 -0.1090 0.1533 0.1944 -0.18
C -0.529 -1.579 -2.381 0.2190 -0.2208 0.0842 -0.08
N -0.222 -0.766 -5.988 -0.1008 -0.1341 -0.0112 0.04
H 0.000 0.706 -3.808 -0.0091 -0.0637 -0.0222 0.06
H -0.774 1.754 -4.983 -0.0220 -0.0057 -0.0394 0.07
H -1.699 1.156 -3.616 0.0074 0.0391 0.0014 0.05
H -2.153 -0.004 -5.846 -0.0320 -0.0436 0.0009 0.13
H -2.431 -2.172 -4.954 0.0634 -0.0336 -0.0088 0.12
H -2.690 -1.064 -3.610 0.0287 0.0765 0.0078 0.12
H -1.341 -1.027 -1.895 -0.0141 0.0313 -0.1548 0.07
H 0.311 -0.909 -2.575 -0.0958 0.1352 0.1115 0.06
H -0.171 -2.353 -1.704 0.0025 -0.1134 -0.0643 0.07
H -0.529 -1.517 -6.599 -0.0088 0.0466 -0.0640 0.07
H 0.443 -1.216 -5.363 0.0467 0.0533 0.0273 0.06
C -1.639 4.356 -1.740 0.1260 0.1013 0.0798 -0.06
C -2.336 4.871 -2.995 0.0003 -0.2486 0.2836 -0.43
C -3.414 5.928 -2.722 0.0532 0.0938 -0.2265 -0.21
O -4.627 5.412 -2.210 0.0211 0.0940 0.1462 -0.19
C -4.643 5.191 -0.812 -0.1459 -0.1343 -0.0722 -0.10
N -2.861 3.710 -3.716 -0.2332 0.2090 -0.2261 0.05
H -2.268 3.669 -1.175 -0.0113 0.0152 0.0269 0.05
H -0.736 3.809 -2.010 -0.0253 -0.0379 -0.0464 0.08
H -1.347 5.175 -1.079 -0.0289 0.0007 0.0170 0.08
H -1.577 5.348 -3.622 -0.0563 0.0311 -0.0635 0.13
H -3.677 6.398 -3.673 -0.0610 -0.0398 -0.0062 0.12
H -3.031 6.724 -2.069 0.0369 -0.0639 0.0685 0.12
H -4.058 5.945 -0.278 0.0530 -0.0171 -0.0037 0.09
H -4.271 4.194 -0.560 0.0901 0.0561 0.0892 0.07
H -5.680 5.255 -0.481 -0.0123 0.0293 -0.0392 0.09
H -3.245 4.006 -4.610 0.1114 -0.0120 -0.0577 0.08
H -3.672 3.372 -3.205 0.0543 -0.0699 0.0775 0.07
C -0.967 -4.373 3.669 0.0649 -0.1105 0.1286 -0.06
C -2.449 -4.735 3.654 0.2052 0.1985 -0.1239 -0.43
C -2.935 -5.281 2.303 -0.2087 -0.1908 0.1111 -0.22
O -3.130 -4.299 1.312 0.1048 0.0210 -0.0734 -0.19
C -1.944 -3.925 0.616 -0.0478 0.1227 -0.0996 -0.08
N -3.232 -3.570 4.087 -0.1508 -0.1064 0.0029 0.04
H -0.765 -3.446 3.134 -0.0247 -0.0052 -0.0554 0.06
H -0.628 -4.233 4.696 -0.0461 0.0406 0.0181 0.07
H -0.361 -5.159 3.218 0.0122 0.0435 -0.0701 0.08
H -2.599 -5.531 4.390 -0.0674 -0.0294 -0.0269 0.13
H -3.918 -5.740 2.459 -0.0261 0.0490 -0.0079 0.12
H -2.268 -6.072 1.935 0.0934 0.0593 0.0249 0.12
H -1.264 -4.769 0.484 0.0850 0.0501 0.0253 0.08
H -1.425 -3.116 1.134 0.1419 -0.0694 -0.0146 0.07
H -2.232 -3.558 -0.369 -0.0768 -0.0556 -0.0056 0.09
H -4.208 -3.841 4.167 0.0006 -0.0196 0.0667 0.07
H -3.223 -2.903 3.321 0.0835 0.0376 0.0152 0.05
C -2.033 -0.261 3.207 -0.0634 -0.0202 0.1213 -0.07
C -1.774 1.243 3.209 0.0889 -0.2787 -0.2056 -0.43
C -2.537 2.000 2.112 -0.0192 0.2430 0.1969 -0.21
O -1.985 1.876 0.817 -0.1897 -0.0784 -0.0795 -0.20
C -2.360 0.703 0.113 0.1965 0.0889 -0.1042 -0.10
N -0.329 1.475 3.137 -0.1042 0.2740 -0.0382 0.05
H -1.514 -0.766 2.392 0.0234 0.0397 -0.0503 0.06
H -1.680 -0.706 4.136 0.0296 -0.0081 -0.0058 0.08
H -3.101 -0.478 3.119 -0.0087 0.0106 -0.0161 0.08
H -2.128 1.635 4.168 -0.0265 0.0742 -0.0246 0.13
H -2.492 3.068 2.344 0.0524 0.0104 -0.0395 0.12
H -3.600 1.720 2.104 0.0181 -0.1063 -0.0008 0.12
H -3.389 0.407 0.340 0.0024 -0.0269 0.0557 0.10
H -1.682 -0.126 0.329 -0.0974 -0.0746 0.0302 0.07
H -2.285 0.923 -0.953 -0.0028 0.0611 0.0100 0.07
H -0.144 2.470 3.237 0.0742 -0.0265 0.1547 0.07
H -0.033 1.264 2.188 0.0650 -0.1448 0.0306 0.07
C 4.072 2.996 7.289 0.0960 -0.1105 0.0802 -0.07
C 2.567 2.760 7.216 0.1817 0.2498 -0.1386 -0.43
C 2.058 2.454 5.801 -0.2393 -0.1915 0.1098 -0.21
O 1.950 3.586 4.956 0.1086 -0.0134 -0.0419 -0.20
C 3.148 3.974 4.313 -0.1269 0.1225 -0.0232 -0.11
N 1.879 3.909 7.814 -0.1333 -0.0889 -0.0416 0.03
H 4.353 3.973 6.895 -0.0487 0.0144 -0.0394 0.06
H 4.408 2.958 8.325 -0.0334 0.0387 0.0202 0.07
H 4.617 2.232 6.731 -0.0061 0.0120 -0.0253 0.08
H 2.345 1.882 7.828 -0.0651 -0.0289 -0.0399 0.13
H 1.043 2.059 5.882 -0.0241 0.0303 -0.0596 0.11
H 2.659 1.672 5.320 0.0696 0.0429 0.0016 0.12
H 3.763 3.109 4.051 0.0235 -0.0131 0.0376 0.09
H 3.728 4.664 4.932 0.1029 -0.0660 -0.0162 0.07
H 2.876 4.496 3.396 -0.0347 -0.0231 -0.0078 0.09
H 0.883 3.712 7.857 0.0030 -0.0334 0.0951 0.07
H 1.948 4.681 7.157 0.0651 0.0424 0.0231 0.07
C 4.223 1.537 -3.694 -0.0721 0.1502 -0.0249 -0.07
C 3.783 0.286 -4.446 0.1674 0.0459 0.1548 -0.43
C 3.193 -0.802 -3.537 -0.1434 -0.1037 -0.1612 -0.21
O 4.148 -1.545 -2.814 0.0107 0.1222 -0.0168 -0.19
C 4.603 -0.958 -1.610 0.1396 -0.1696 0.0144 -0.10
N 4.910 -0.211 -5.241 -0.0840 -0.0902 -0.0356 0.04
H 5.153 1.381 -3.148 -0.0038 -0.0700 0.0189 0.06
H 4.393 2.355 -4.395 0.0307 -0.0275 -0.0331 0.07
H 3.458 1.858 -2.983 0.0072 -0.0233 0.0199 0.08
H 2.990 0.584 -5.139 -0.0428 -0.0726 -0.0041 0.13
H 2.682 -1.533 -4.172 0.0280 -0.0443 0.0124 0.12
H 2.434 -0.384 -2.864 0.0779 0.0697 0.0645 0.10
H 3.807 -0.402 -1.107 -0.0142 0.0193 -0.0117 0.09
H 5.461 -0.302 -1.788 -0.0715 0.1048 0.0392 0.07
H 4.926 -1.766 -0.957 -0.1005 -0.0443 0.0049 0.09
H 4.591 -0.985 -5.816 -0.0186 0.0525 -0.0764 0.07
H 5.568 -0.640 -4.596 0.0413 0.0395 0.0190 0.07
```
Positions in Å, forces in eV/Å.

Output
Charge   -1
2S+1   1

Molecular formula: C4H7NO
Method: DFT, ωB97M-V with the def2-TZVPD basis set

```
13
Properties=species:S:1:pos:R:3:forces:R:3:lowdin_charge:R:1
C -0.715 -0.316 1.870 -0.0138 -0.0096 0.0121 -0.07
C -0.008 0.244 0.654 -0.0246 0.1944 0.1930 -0.28
O 0.036 -0.775 -0.335 -0.0156 -0.0493 -0.0229 -0.14
C 0.731 -0.398 -1.484 0.1384 -0.0306 -0.1667 -0.22
C 0.070 0.706 -2.223 -0.4617 0.7600 -0.4693 -0.18
N -0.448 1.576 -2.780 0.5086 -0.8529 0.5346 0.15
H -0.171 -1.176 2.270 -0.0732 0.1160 -0.0498 0.08
H -0.785 0.449 2.650 0.0132 -0.1057 -0.1094 0.08
H -1.727 -0.637 1.605 0.1352 0.0512 0.0404 0.08
H 1.018 0.559 0.904 -0.1270 -0.0588 -0.0400 0.12
H -0.541 1.122 0.260 0.0697 -0.1236 0.0468 0.12
H 0.780 -1.273 -2.137 0.0002 0.1366 0.0623 0.13
H 1.761 -0.080 -1.255 -0.1493 -0.0277 -0.0312 0.13
```
Positions in Å, forces in eV/Å.

Output
ΔE to the lowest compared entry with this formula, charge and spin   34.5 kcal per mole
2S+1   1
SMILES   CCOCC#N

Ordered maximum force results: 3.78 0.52 2.82 1.13; unit eV Å⁻¹.
Ordered HOMO-LUMO gap results: 7.885 10.168 6.458 11.719; unit eV.
Ordered HOMO level results: -8.3 -9.3 -4.5 -10.8; unit eV.